A molecular structure, C18H26BBrCl30FO2 in a non-equilibrium geometry. Source: the OMol25 dataset; level of theory: ωB97M-V with the def2-TZVPD basis set.

```
79
Properties=species:S:1:pos:R:3:mulliken_charge:R:1
Cl 3.6336 -3.3933 -0.1644 -0.0737
H 4.4941 2.6319 -2.5922 0.1967
Cl -2.7244 -4.6949 6.9598 -0.1486
H -8.0203 -0.9972 8.3982 0.2771
C -0.8501 0.2262 -2.2991 -0.6322
H -1.8218 -1.6378 -2.3904 0.4559
H 2.0134 0.9022 -2.5446 -0.1036
Cl 2.5811 -5.9941 -0.9077 -0.0958
C 0.7371 2.3919 -3.1775 -1.4041
O 3.4618 0.2152 -5.0231 -0.5177
C -2.7788 -3.0257 6.3887 -0.1576
C 4.9682 1.7822 -2.2497 -1.2076
H 5.9825 1.9897 -2.1701 0.4910
C -0.9830 -1.1885 -2.7955 -0.7145
Cl 4.5115 -4.6599 -2.6209 -0.1338
B -0.3375 1.1959 -3.5453 0.2751
H 0.2324 0.4484 -4.3678 -0.2571
Cl -3.0059 4.0168 -0.2541 -0.0871
H 3.4088 7.0222 -1.7207 0.3948
Cl -0.4965 -7.6995 2.0332 -0.1668
Cl -1.7598 0.2873 6.3412 -0.0685
Cl 2.1047 -0.7297 3.0543 -0.0968
H 3.5103 6.6219 -8.7925 0.2866
Cl -3.0319 2.8504 6.8938 -0.1516
H -2.3761 -2.3928 7.1621 0.2819
H -0.1600 0.2560 -1.4995 0.3534
Cl -10.0939 -1.1442 7.3429 -0.1306
H 0.2999 -2.7251 -3.2706 0.5277
C 3.9732 6.9461 -7.8755 0.0396
H 2.4606 2.4137 -2.0021 0.3014
H 1.0347 -1.5283 -2.3355 0.1097
H -5.0270 2.8701 -0.0987 0.2960
Cl 1.0478 -5.2421 2.0478 -0.0314
H -1.7800 0.5392 -1.9197 0.0496
Br -0.1369 -3.1863 -0.9332 -0.1847
C -4.1819 2.9942 0.5573 -0.0300
Cl -8.3515 -3.2962 8.2115 -0.1224
Cl -3.5080 1.4022 0.8839 -0.0212
H 4.5653 1.5901 -1.3183 0.4239
H -2.3822 -3.1910 1.1544 -0.1980
C 2.0579 1.9110 -2.8200 0.5974
Cl 5.3424 7.9813 -8.2976 -0.1394
Cl -7.4498 -1.4339 6.1829 -0.0812
Cl 3.9275 5.9472 -3.7315 -0.0585
Cl -1.8012 -2.8183 4.9521 0.0599
Cl -4.2148 -2.5196 2.4310 -0.0228
Cl 4.1565 4.9166 -1.0350 -0.1274
Cl 4.5062 5.5192 -7.0033 -0.0758
C 3.6360 0.9139 -4.1681 0.3622
C 3.9784 -4.9262 -0.9616 -0.0615
H 4.3555 -0.1921 -2.6558 0.1969
Cl -3.3655 1.5174 4.3227 -0.0125
C 3.2779 6.0211 -2.0959 -0.1648
C -0.5479 -5.9474 1.8144 0.1880
C 2.2037 -1.9011 4.3519 -0.0949
Cl -4.0554 -4.6456 0.4578 -0.1340
H -1.0966 -1.1564 -3.8197 0.3303
H 0.3850 2.9969 -2.4023 0.2509
H 0.8434 3.0080 -4.0063 0.4302
H -0.8579 -5.7469 0.7978 0.0777
Cl -3.6253 -1.8893 -0.3293 -0.0685
Cl -4.7587 3.7610 2.0468 -0.1542
H 4.7821 -5.4037 -0.4267 0.3438
F -1.4823 1.8284 -4.1330 -0.4422
O 2.9768 2.0235 -3.9714 -0.3407
C 0.1480 -2.0473 -2.4992 -0.5584
Cl 1.5827 -1.2239 5.8639 -0.1217
Cl -4.4485 -2.5191 6.0989 -0.0075
Cl -1.7254 -5.2248 2.9040 -0.0567
H -4.0386 0.7911 6.4320 0.1658
H 3.2390 -2.1556 4.5069 0.3438
C -3.4348 -3.0691 0.9488 0.3630
C 4.6733 0.6465 -3.1800 -0.3228
C -3.1695 1.3037 6.0519 0.0461
Cl 1.3390 -3.3600 3.9104 -0.0573
H 5.5356 0.3663 -3.6858 0.4741
C -8.4263 -1.6356 7.6313 0.0468
Cl 1.5627 5.6507 -2.0928 -0.0854
Cl 2.7755 7.8445 -6.9508 -0.1132
```

Properties
* total charge: -1
* multiplicity: 1
* DFT total energy: -17356.40976 hartree
* maximum force: 9.96 eV Å⁻¹
* LUMO: 1.52 eV
* HOMO level: -5.0 eV
* molecular weight: 1447.71 g/mol